1.
Below is a structure of composition C8H7BeF5N3O2STe, with properties calculated with the ωB97M-V functional and the def2-TZVPD basis.

Last column: Löwdin charge in e.
CARTESIAN COORDINATES (ANGSTROEM)
1 Be 0.4725 0.2284 -0.0680  -0.0681
2 N -3.2991 1.2206 -1.2940  0.0477
3 C -2.0257 0.7311 -1.1177  -0.8628
4 S -0.7224 1.8768 -1.0575  0.6976
5 N -1.8966 -0.5655 -1.0555  0.0162
6 N -0.5605 -0.8819 -0.8848  -0.0754
7 C -0.1232 -1.9743 -1.3772  -0.0348
8 C 1.2906 -2.3059 -1.3563  -0.1372
9 C 1.7087 -3.5416 -1.8539  -0.0676
10 C 3.0460 -3.8700 -1.9442  -0.1236
11 C 3.9926 -2.9258 -1.5400  -0.1060
12 C 3.6092 -1.6951 -1.0518  -0.0152
13 C 2.2497 -1.3485 -0.9324  -0.2955
14 O 1.9178 -0.1801 -0.4522  -0.0496
15 H -3.4283 2.1428 -0.9112  0.0659
16 H -4.0190 0.5593 -1.0413  0.0823
17 H -0.8236 -2.6404 -1.8794  0.1277
18 H 0.9523 -4.2493 -2.1780  0.1040
19 H 3.3541 -4.8336 -2.3275  0.0863
20 H 5.0481 -3.1627 -1.6116  0.0940
21 H 4.3376 -0.9592 -0.7366  0.1118
22 F -1.0046 1.2035 3.8640  -0.3806
23 Te -0.2511 1.9658 2.3292  1.8047
24 F 0.7662 3.0293 1.1797  -0.4117
25 F 1.2231 2.1238 3.4687  -0.3786
26 F -2.0066 1.9071 1.6934  -0.3932
27 F -0.7994 3.6242 2.9948  -0.3720
28 O 0.2266 0.4164 1.5368  -0.4661

Forces on atoms 1 to 2 (eV/Å):
-0.419 0.429 -0.261
-0.072 -0.050 0.016

As for the net charge: -1. For the total energy, the calculation gives -1804.37671 Ha. The spin multiplicity is 1. As for the LUMO energy: 2.60 eV. As for the largest force on an atom: 0.85 eV/A.

2.
Below is a cluster of 2 separate species, C8H7BrFNO4 in total at a distorted geometry, with properties calculated with the ωB97M-V functional and the def2-TZVPD basis.

Last column: Löwdin charge in e.
CARTESIAN COORDINATES (ANGSTROEM)
1 O 3.0028 -1.5160 0.0644  0.1792
2 C 2.5837 -0.5964 -0.5428  -0.4648
3 F 2.5369 -0.6045 -1.8929  0.1011
4 C 1.9574 0.6426 0.0438  -0.0543
5 N 0.4726 0.3642 0.1317  -0.0067
6 C 0.0188 -0.2865 1.2103  0.0384
7 C -1.3225 -0.5926 1.3010  0.0607
8 C -2.1844 -0.2019 0.2898  -0.1402
9 C -3.6580 -0.4888 0.3934  -0.5679
10 O -4.2280 -0.4844 1.4352  0.1951
11 O -4.3113 -0.7062 -0.7961  -0.4925
12 Br -3.6723 -2.2122 -1.6280  0.8947
13 C -1.6806 0.4680 -0.8194  0.0306
14 C -0.3293 0.7316 -0.8759  0.0285
15 H 2.3650 0.7998 1.0370  0.1130
16 H 2.1218 1.5125 -0.5797  0.1218
17 H 0.7316 -0.5634 1.9729  0.1614
18 H -1.6917 -1.1324 2.1612  0.1416
19 H -2.3104 0.7887 -1.6360  0.1342
20 H 0.1488 1.2259 -1.7084  0.1559
21 O 4.3273 1.5070 0.4779  -0.4917
22 H 5.1216 1.3450 -0.0393  -0.1380

Forces on atoms 1 to 2 (eV/Å):
-0.309 -0.250 -0.161
0.891 0.247 0.588

For the total energy, the calculation gives -3338.48150 Ha. The spin multiplicity is 1. As for the LUMO energy: -2.52 eV. As for the largest force on an atom: 1.10 eV/A.